(1)
An isolated molecule of C2HN5O in a non-equilibrium geometry, computed with the ωB97M-V functional and the def2-TZVPD basis.

Frontier orbital gap ... 8.0 eV
SMILES ... O=c1ncnnnn1
Multiplicity ... 1
Energy relative to the best compared isomer or geometry (same formula, charge and spin) ... 99.6 kcal per mole
DFT total energy ... -11581.688 eV

Last column: natural (NBO) charge in e.
Geometry (Å):
O  1.383150  1.288699  -1.330400  -0.461
C  0.490182  0.534895  -1.123436  0.683
N  0.977668  -0.585315  -0.337836  -0.415
C  0.428721  -0.898554  0.755245  0.209
N  -0.563054  -0.260517  1.476461  -0.199
N  -1.162523  0.809257  1.000633  0.073
N  -1.594507  0.491275  -0.363822  0.062
N  -0.819822  0.524459  -1.404033  -0.160
H  0.860185  -1.904199  1.327186  0.208

Atomic forces in eV per Å
O -0.579 2.052 -1.705
C 5.089 -1.124 3.428
N -1.188 -0.353 -0.713
C 0.883 -4.375 0.568
N -0.481 4.721 0.504
N 0.469 -5.008 -0.362
N 1.952 2.108 -3.014
N -4.912 -0.919 2.676
H -1.234 2.897 -1.383


(2)
C2H4N2O2S as an isolated structure in a non-equilibrium geometry, computed with the ωB97M-V functional and the def2-TZVPD basis.

Frontier orbital gap ... 7.1 eV
Multiplicity ... 1
Energy relative to the best compared isomer or geometry (same formula, charge and spin) ... 234.4 kcal per mole
DFT total energy ... -20039.318 eV

Last column: natural (NBO) charge in e.
Geometry (Å):
C  -0.060959  -0.162568  0.366916  0.131
C  1.486489  0.698227  -1.358683  -0.124
H  -2.439216  -1.277842  3.273939  0.429
H  -0.723671  -2.207346  0.630872  0.363
H  2.414215  0.393521  -0.943975  0.203
H  1.333381  1.066603  -2.355631  0.216
N  -0.661437  -1.086512  1.308787  -0.364
N  0.329198  1.066301  0.758722  -0.103
O  -2.007703  -0.463208  1.902235  -0.493
O  1.055403  1.674063  -0.369953  -0.407
S  0.050387  -0.670891  -1.336589  0.148

Atomic forces in eV per Å
C -0.681 2.259 1.816
C -3.312 -0.067 1.566
H 1.752 2.356 -4.261
H -0.777 4.501 2.728
H 0.963 -1.118 -0.634
H 0.871 0.556 -0.223
N -1.340 -2.146 -1.549
N 0.385 -3.373 -2.597
O 1.361 -3.769 1.881
O -1.422 -0.752 -0.017
S 2.200 1.554 1.291


Question: Look up the multiplicity of the second one.
Answer: 1


Question: Look up the frontier orbital gap of the first one.
Answer: 8.0 eV